(1)
Entry from OMol25: a 2-piece molecular cluster, C3H12N3 overall in a non-equilibrium geometry (ωB97M-V with the def2-TZVPD basis set).

Last column: Mulliken charge in e.
Cartesian coordinates (Å):
C  1.633  -0.289  -1.880  -0.8130
N  0.159  -0.156  -1.756  -0.1517
H  2.146  0.585  -1.532  0.3459
H  1.952  -1.207  -1.346  0.3261
H  1.894  -0.458  -2.926  0.3644
H  -0.172  0.616  -2.324  0.4103
H  -0.232  0.017  -0.773  0.3123
H  -0.284  -0.997  -2.138  0.4098
C  -1.197  -1.138  1.258  -1.0236
N  -1.006  0.261  0.827  -0.5874
C  -0.219  1.035  1.670  0.0204
N  -0.142  2.322  1.646  -0.6227
H  -1.904  -1.540  0.566  0.3668
H  -0.215  -1.618  1.200  0.3515
H  -1.585  -1.176  2.260  0.3966
H  -1.903  0.750  0.684  0.2745
H  0.535  0.405  2.209  0.3275
H  0.539  2.588  2.357  0.2923

Atoms 1-6, force components in eV/Å:
0.496 -1.379 -0.124
-0.360 -0.181 -0.161
0.037 0.363 0.364
-0.180 0.755 -0.053
-0.189 0.173 0.043
-0.097 0.291 -0.161

LUMO energy ... -3.434 eV
Total charge ... +1
ΔE to the lowest compared entry with this formula, charge and spin ... 153.88 kJ/mol
Molar mass ... 90.150 g/mol
Kohn-Sham gap ... 10.1 eV

(2)
Entry from OMol25: C38H45N7O4PPdS as an isolated structure in a non-equilibrium geometry (ωB97M-V with the def2-TZVPD basis set).

Last column: Mulliken charge in e.
Cartesian coordinates (Å):
Pd  1.214  0.263  -0.071  0.4842
C  -1.845  -3.299  2.737  -1.2280
N  -1.390  -1.969  2.442  0.9865
C  -1.896  -0.928  3.295  -0.6722
C  -0.524  -1.706  1.430  0.0492
N  0.373  -0.735  1.486  1.1140
C  0.910  -0.281  2.696  -0.4126
C  1.292  -1.180  3.667  -0.3451
C  1.868  -0.750  4.872  -0.9193
C  2.089  0.577  5.095  -0.9547
C  1.738  1.537  4.116  1.2133
C  2.002  2.914  4.334  -0.9044
C  1.689  3.841  3.386  -0.8879
C  1.070  3.447  2.187  -0.2651
C  0.766  2.130  1.951  -0.5214
N  0.113  1.759  0.763  0.7331
C  -0.946  2.402  0.322  -0.0148
N  -1.281  2.404  -0.983  0.3405
C  -0.316  2.113  -2.028  -1.2791
C  -2.663  2.192  -1.381  -1.1190
N  -1.764  3.121  1.148  1.0399
C  -1.966  2.796  2.533  -0.7580
C  -2.377  4.352  0.714  -1.3433
C  1.128  1.121  2.906  -0.2431
N  -0.560  -2.515  0.351  0.3231
C  0.592  -2.650  -0.528  -1.3542
C  -1.835  -2.838  -0.263  -0.6759
H  -1.684  -3.504  3.801  0.4125
H  -1.282  -4.022  2.149  0.4027
H  -2.912  -3.424  2.521  0.1415
H  -2.978  -1.027  3.350  0.7138
H  -1.687  0.020  2.817  -0.8771
H  -1.459  -0.979  4.301  0.3858
H  1.164  -2.237  3.476  0.5222
H  2.156  -1.485  5.613  0.4002
H  2.550  0.917  6.014  0.3892
H  2.474  3.208  5.263  0.3877
H  1.919  4.886  3.546  0.4127
H  0.832  4.179  1.428  0.5657
H  0.679  2.487  -1.771  0.4256
H  -0.661  2.605  -2.940  0.3381
H  -0.232  1.029  -2.233  0.3123
H  -3.314  2.175  -0.515  0.0842
H  -2.750  1.207  -1.838  0.6046
H  -2.977  2.956  -2.095  0.1185
H  -1.577  1.808  2.736  -0.2572
H  -3.039  2.796  2.739  0.5717
H  -1.471  3.517  3.194  0.3024
H  -2.009  4.624  -0.272  0.4038
H  -2.120  5.150  1.419  0.3836
H  -3.468  4.272  0.671  0.2677
H  1.524  -2.476  0.015  0.4033
H  0.566  -1.942  -1.375  0.4019
H  0.592  -3.666  -0.929  0.3296
H  -2.650  -2.654  0.426  -0.2955
H  -1.840  -3.878  -0.593  0.3531
H  -2.006  -2.185  -1.124  0.4025
O  2.568  1.338  -1.137  -0.6244
S  3.198  0.023  -1.644  1.1877
O  4.546  0.219  -2.098  -0.6735
O  2.254  -0.552  -2.619  -0.6220
O  3.097  -0.786  -0.367  -0.6509
N  -2.993  0.044  0.746  -0.0075
P  -4.489  -0.183  0.598  1.1795
C  -5.061  -1.938  0.310  0.3983
C  -5.488  -2.737  1.369  -0.7104
C  -5.697  -4.099  1.212  -0.7397
C  -5.492  -4.699  -0.019  -0.5445
C  -5.067  -3.923  -1.087  -0.7162
C  -4.848  -2.567  -0.917  -0.0550
C  -5.353  0.766  -0.759  0.7621
C  -6.298  1.764  -0.529  -0.6884
C  -6.771  2.564  -1.560  -0.8047
C  -6.311  2.382  -2.853  -0.5948
C  -5.355  1.407  -3.101  -0.3417
C  -4.877  0.625  -2.064  -0.5690
C  -5.614  0.233  2.028  -0.3290
C  -5.008  0.788  3.149  -0.1834
C  -5.752  1.134  4.267  -1.1117
C  -7.122  0.923  4.275  -0.6300
C  -7.741  0.367  3.164  -0.7907
C  -6.990  0.024  2.051  0.2065
H  -5.646  -2.294  2.344  0.3565
H  -6.021  -4.692  2.058  0.4245
H  -5.657  -5.761  -0.146  0.3749
H  -4.895  -4.377  -2.054  0.4321
H  -4.485  -1.995  -1.757  0.1793
H  -6.669  1.935  0.472  0.3172
H  -7.501  3.334  -1.348  0.4306
H  -6.679  3.003  -3.658  0.3554
H  -4.965  1.269  -4.101  0.4050
H  -4.080  -0.077  -2.263  -0.0134
H  -3.936  0.935  3.108  0.2666
H  -5.266  1.564  5.132  0.4411
H  -7.709  1.188  5.144  0.3672
H  -8.810  0.200  3.168  0.4113
H  -7.479  -0.411  1.188  0.5121

Atoms 1-6, force components in eV/Å:
1.141 0.324 1.724
-0.064 -0.206 -0.060
0.355 0.023 -0.143
0.120 -0.026 0.167
0.226 0.223 0.127
-0.300 -0.470 -0.286

LUMO energy ... 2.378 eV
Total charge ... -1
ΔE to the lowest compared entry with this formula, charge and spin ... 0.00 kJ/mol
Molar mass ... 833.284 g/mol
Kohn-Sham gap ... 6.9 eV

(3)
Entry from OMol25: a 3-piece molecular cluster, C31H65BClNO overall in a non-equilibrium geometry (ωB97M-V with the def2-TZVPD basis set).

Last column: Mulliken charge in e.
Cartesian coordinates (Å):
C  1.214  -0.401  2.209  -0.6868
C  1.970  -1.690  2.526  -0.0538
C  2.288  -2.614  1.314  -1.0211
C  2.206  -1.993  -0.091  -0.6156
C  0.860  -2.277  -0.773  -0.4851
C  0.843  -2.005  -2.281  -1.3473
C  0.656  -0.546  -2.747  -0.5836
C  -0.242  0.340  -1.855  -0.2339
C  0.612  1.325  -1.052  -0.1883
C  -0.167  2.460  -0.350  -1.3806
C  -1.500  2.010  0.282  -0.3297
C  -2.721  2.387  -0.569  -0.7100
C  -4.039  2.272  0.255  -0.8620
C  -4.905  1.139  -0.296  0.2065
C  -6.162  0.893  0.559  -0.9413
B  -6.841  -0.504  0.298  0.2913
C  -6.319  -1.895  0.842  -0.9576
C  -4.822  -2.168  0.679  0.6245
C  -4.513  -3.649  0.842  -1.5992
Cl  -3.896  -1.277  1.945  -0.1896
N  -8.099  -0.534  -0.490  -0.5079
C  -8.074  0.023  -1.571  0.7553
O  -8.061  0.576  -2.593  -0.4513
H  0.495  -0.510  1.402  -0.1161
H  0.671  -0.050  3.088  0.4788
H  1.904  0.403  1.945  0.2961
H  2.894  -1.495  3.069  0.1931
H  1.335  -2.267  3.201  0.0714
H  1.569  -3.434  1.341  0.3820
H  3.257  -3.078  1.492  0.3549
H  2.955  -2.497  -0.708  0.5093
H  2.459  -0.934  -0.102  0.2649
H  0.689  -3.349  -0.646  0.5282
H  0.049  -1.782  -0.238  0.1275
H  1.821  -2.332  -2.649  0.3232
H  0.122  -2.668  -2.758  0.4406
H  0.169  -0.598  -3.725  0.1535
H  1.604  -0.041  -2.924  0.5292
H  -0.937  -0.233  -1.245  0.4265
H  -0.858  0.953  -2.519  0.3682
H  1.259  0.838  -0.325  -0.1980
H  1.275  1.800  -1.780  0.4218
H  0.474  2.821  0.458  0.3851
H  -0.309  3.307  -1.020  0.4948
H  -1.488  0.937  0.474  -0.0515
H  -1.608  2.497  1.253  0.6689
H  -2.785  1.731  -1.436  0.2169
H  -2.597  3.423  -0.878  0.4497
H  -4.562  3.226  0.203  0.3335
H  -3.769  2.030  1.282  0.3817
H  -4.263  0.259  -0.349  -0.1925
H  -5.168  1.385  -1.328  0.3480
H  -6.885  1.678  0.318  0.2614
H  -5.905  0.998  1.615  0.3014
H  -6.852  -2.685  0.308  0.2560
H  -6.580  -1.983  1.900  0.3792
H  -4.464  -1.855  -0.299  0.3558
H  -3.438  -3.821  0.802  0.3995
H  -4.997  -4.223  0.053  0.4046
H  -4.862  -4.004  1.811  0.3313
C  2.438  2.532  -9.486  -1.1930
C  2.301  3.342  -8.200  -0.4136
C  2.746  2.579  -6.953  -0.7398
C  1.936  1.317  -6.647  -0.5338
C  0.435  1.544  -6.474  -0.5093
C  0.095  2.459  -5.300  -1.0038
H  1.819  1.634  -9.465  0.2845
H  2.130  3.121  -10.351  0.3785
H  3.474  2.223  -9.642  0.2942
H  1.269  3.684  -8.089  0.2342
H  2.913  4.243  -8.287  0.3854
H  2.709  3.253  -6.093  0.3148
H  3.798  2.296  -7.066  0.3932
H  2.333  0.862  -5.735  0.2391
H  2.092  0.581  -7.440  0.3549
H  -0.045  0.574  -6.315  0.3553
H  0.002  1.950  -7.392  0.3553
H  0.471  2.036  -4.366  0.0146
H  -0.987  2.572  -5.206  0.3937
H  0.520  3.455  -5.428  0.3750
C  5.688  -0.217  8.426  -1.2036
C  5.202  -1.501  7.759  -0.5150
C  4.512  -1.262  6.417  -0.5900
C  3.240  -0.416  6.488  -0.3585
C  2.153  -0.963  7.412  -0.4467
C  1.626  -2.329  6.980  -1.0072
H  4.862  0.461  8.646  0.2858
H  6.192  -0.436  9.369  0.3784
H  6.394  0.311  7.783  0.2923
H  4.537  -2.040  8.439  0.2520
H  6.062  -2.155  7.592  0.3681
H  4.281  -2.229  5.961  0.3075
H  5.216  -0.772  5.737  0.4098
H  2.831  -0.320  5.477  0.0451
H  3.493  0.600  6.804  0.3515
H  1.321  -0.254  7.426  0.3654
H  2.521  -1.019  8.440  0.2708
H  1.208  -2.275  5.973  0.1374
H  0.840  -2.670  7.655  0.3861
H  2.413  -3.084  6.983  0.2798

Atoms 1-6, force components in eV/Å:
0.378 0.314 0.264
-0.363 -0.510 -0.270
-0.356 0.368 0.346
0.128 -0.546 -0.152
0.260 -0.116 0.020
0.624 0.259 0.249

LUMO energy ... 0.474 eV
SMILES ... CCCCCCCCCCCCCCCB(C[C@H](C)Cl)N=C=O.CCCCCC.CCCCCC
Total charge ... 0
ΔE to the lowest compared entry with this formula, charge and spin ... 0.00 kJ/mol
Molar mass ... 514.132 g/mol
Kohn-Sham gap ... 10.5 eV

(4)
Entry from OMol25: a 2-piece molecular cluster, C2H4NP overall in a non-equilibrium geometry (ωB97M-V with the def2-TZVPD basis set).

Last column: Mulliken charge in e.
Cartesian coordinates (Å):
C  4.347  0.572  -0.432  -0.2157
C  3.206  -0.213  -0.689  0.1572
N  3.184  0.506  0.367  -0.2151
H  2.587  -0.951  -1.253  0.2711
P  -1.401  0.429  0.633  -0.1364
H  -1.512  -0.898  0.901  0.0386
H  -1.975  0.821  1.789  0.0409
H  -2.742  0.441  0.159  0.0595

Atoms 1-6, force components in eV/Å:
-0.838 -0.333 0.124
0.099 -0.817 -1.138
0.200 0.315 0.307
0.524 0.840 0.717
-0.066 0.926 -1.655
0.008 -1.337 0.443

LUMO energy ... 0.511 eV
SMILES ... C1=CN=1.P
Total charge ... 0
ΔE to the lowest compared entry with this formula, charge and spin ... 391.74 kJ/mol
Molar mass ... 73.035 g/mol
Kohn-Sham gap ... 10.6 eV

(5)
Entry from OMol25: C20H15N5RuS as an isolated structure (ωB97M-V with the def2-TZVPD basis set).

Last column: Mulliken charge in e.
Cartesian coordinates (Å):
Ru  -0.102  -0.219  -0.241  0.7442
N  -3.011  -0.065  -2.044  -0.0643
C  -2.360  -1.271  -2.163  0.8052
C  -2.981  -2.219  -2.991  -0.6520
C  -2.425  -3.459  -3.151  -0.4490
C  -1.241  -3.751  -2.469  -0.7343
C  -0.689  -2.778  -1.689  -0.0909
N  -1.210  -1.529  -1.525  -0.1935
C  -2.780  1.078  -1.312  0.7392
C  -3.747  2.090  -1.430  -0.6056
C  -3.595  3.259  -0.736  -0.5693
C  -2.464  3.415  0.069  -0.5010
C  -1.565  2.390  0.125  0.3995
N  -1.695  1.212  -0.543  -0.1302
H  -3.859  -0.022  -2.586  0.1056
H  -3.904  -1.955  -3.491  0.3866
H  -2.902  -4.195  -3.783  0.4521
H  -0.764  -4.717  -2.542  0.4490
H  0.214  -2.974  -1.140  0.0381
H  -4.604  1.929  -2.070  0.3888
H  -4.334  4.044  -0.817  0.4513
H  -2.289  4.318  0.633  0.4649
H  -0.672  2.470  0.714  -0.5538
S  4.584  -1.958  1.483  0.1381
C  3.647  -2.722  0.377  -0.2904
C  2.412  -2.399  -0.199  -0.1083
C  1.649  -1.306  0.081  0.0188
C  2.040  -0.309  1.009  0.7909
C  2.874  1.006  2.437  0.3831
C  3.668  1.662  3.388  -0.7589
C  3.215  2.833  3.922  -0.1222
C  1.966  3.373  3.527  -0.8504
C  1.202  2.738  2.609  0.1791
N  1.644  1.559  2.052  0.2387
H  4.085  -3.660  0.026  0.3317
H  2.089  -3.121  -0.943  0.4040
H  4.612  1.219  3.668  0.4655
H  3.810  3.357  4.658  0.4601
H  1.608  4.297  3.957  0.4280
H  0.245  3.114  2.290  0.3502
N  3.115  -0.144  1.790  -0.5333
C  1.074  0.727  1.108  -0.4053

Atoms 1-6, force components in eV/Å:
-0.589 0.431 -0.154
0.070 0.088 0.037
0.022 -0.043 0.001
0.020 0.003 0.009
0.027 0.044 0.041
-0.021 0.023 -0.018

Spin multiplicity ... 5
LUMO energy (spin up / spin down) ... -7.214 / -8.507 eV
Total charge ... +2
Molar mass ... 458.512 g/mol
Kohn-Sham gap (spin up / spin down) ... 7.0 / 5.8 eV

(6)
Entry from OMol25: one molecule with the formula C5H8O in a non-equilibrium geometry (ωB97M-V with the def2-TZVPD basis set).

Last column: Mulliken charge in e.
Cartesian coordinates (Å):
C  1.873  0.249  1.775  -0.7709
C  0.943  -0.491  1.188  -0.2730
C  0.305  -0.139  -0.078  0.5899
O  0.993  0.690  -0.944  -0.5283
C  -0.910  -0.588  -0.410  -0.2378
C  -1.767  -0.029  -1.499  -1.0960
H  2.422  1.057  1.311  0.2701
H  2.230  -0.082  2.744  0.2605
H  0.604  -1.397  1.663  0.2670
H  0.755  1.622  -0.844  0.3269
H  -1.340  -1.294  0.295  0.2871
H  -2.601  -0.722  -1.636  0.3206
H  -1.319  0.215  -2.449  0.3219
H  -2.188  0.908  -1.117  0.2622

Atoms 1-6, force components in eV/Å:
0.706 -0.617 0.433
0.182 0.351 -0.440
-0.507 -0.310 -0.522
0.237 0.447 0.059
0.725 0.264 0.341
-0.770 -0.278 0.682

LUMO energy ... 0.831 eV
SMILES ... C=C/C(O)=C/C
Total charge ... 0
ΔE to the lowest compared entry with this formula, charge and spin ... 150.84 kJ/mol
Molar mass ... 84.118 g/mol
Kohn-Sham gap ... 9.3 eV

(7)
Entry from OMol25: a 2-piece molecular cluster, C3H9NOS overall in a non-equilibrium geometry (ωB97M-V with the def2-TZVPD basis set).

Last column: Mulliken charge in e.
Cartesian coordinates (Å):
N  -0.049  1.960  -1.847  -0.3361
C  -1.296  1.492  -2.177  0.1440
O  -2.181  2.340  -2.421  -0.5469
H  0.380  1.541  -1.040  0.1937
H  0.281  2.879  -2.104  0.2247
H  -1.478  0.424  -2.309  0.3164
C  0.816  -1.593  0.578  -0.9199
C  -0.188  -1.028  1.692  -0.4069
S  0.734  -1.039  3.210  -0.1663
H  1.310  -2.571  0.895  0.3058
H  1.546  -0.771  0.341  0.3260
H  0.205  -1.823  -0.395  0.2213
H  -0.449  0.010  1.336  0.2023
H  -1.113  -1.593  1.682  0.3454
H  1.480  -0.228  2.559  0.0966

Atoms 1-6, force components in eV/Å:
0.709 -1.429 0.350
-1.987 4.264 -0.799
1.354 -2.482 -0.029
0.467 -0.189 -0.266
-0.772 0.025 0.260
0.235 -0.207 0.490

LUMO energy ... 0.553 eV
SMILES ... NC=O.CCS
Total charge ... 0
ΔE to the lowest compared entry with this formula, charge and spin ... 142.70 kJ/mol
Molar mass ... 107.178 g/mol
Kohn-Sham gap ... 9.7 eV

(8)
Entry from OMol25: a 2-piece molecular cluster, C2H3BrCl2O overall in a non-equilibrium geometry (ωB97M-V with the def2-TZVPD basis set).

Last column: Mulliken charge in e.
Cartesian coordinates (Å):
C  -1.258  0.906  -0.694  -0.0920
C  1.967  -1.660  0.300  -0.0354
O  1.311  -1.617  1.361  -0.1371
Cl  2.266  -0.174  -0.485  -0.1058
Cl  -1.726  2.276  0.126  -0.1178
Br  -1.762  -0.809  0.186  -0.1234
H  -0.125  0.911  -0.889  0.0408
H  -1.825  0.860  -1.689  0.2834
H  1.152  -0.693  1.782  0.2872

Atoms 1-6, force components in eV/Å:
1.050 -2.244 -3.162
0.754 -2.246 -1.535
-0.706 2.059 2.498
0.125 1.397 -0.024
-0.616 1.873 1.404
0.312 0.711 -0.213

LUMO energy ... 0.464 eV
Total charge ... 0
ΔE to the lowest compared entry with this formula, charge and spin ... 240.97 kJ/mol
Molar mass ... 193.855 g/mol
Kohn-Sham gap ... 9.7 eV